This record from OMol25 describes a cluster of 6 separate species, C2H15NO5 in total in a non-equilibrium geometry. The level of theory is ωB97M-V/def2-TZVPD.

Cartesian coordinates (Å):
C1 1.101 -0.364 1.638
C2 -0.293 0.225 1.404
N1 -1.279 -0.747 1.808
H1 1.339 -1.206 0.969
H2 1.068 -0.699 2.771
H3 1.837 0.460 1.687
H4 -0.447 0.458 0.328
H5 -0.432 1.202 1.805
H6 -1.464 3.605 0.497
H7 -0.793 -1.620 1.715
O1 -1.645 2.704 0.362
H8 -1.863 -0.794 0.959
H9 -0.534 -3.443 0.092
O2 -0.126 -2.554 0.191
H10 0.598 1.319 -1.866
H11 2.187 1.087 -2.436
O3 1.509 0.859 -1.803
H12 1.098 -1.130 -2.140
H13 0.711 -2.439 -1.345
O4 1.326 -2.047 -2.000
H14 -1.485 2.274 -0.540
H15 -1.555 1.195 -2.314
O5 -0.859 1.656 -1.784

The value obtained for the molecular weight is 133.14 u. As for the spin multiplicity: 1. The energy above the lowest of the compared OMol25 structures with the same formula, charge and spin is 909.58 kJ/mol. The value obtained for the largest force on an atom is 3.8 eV/Å. The value obtained for the energy is -14036.004 eV. The value obtained for the HOMO-LUMO gap is 3.6785 eV.

Mulliken population analysis, charges in e, atoms 1 to 4:
1 C -1.161
2 C 0.192
3 N -0.415
4 H 0.356



This record from OMol25 describes a cluster of 26 separate species, C12H75BBrNO32P3 in total in a non-equilibrium geometry. The level of theory is ωB97M-V/def2-TZVPD.

Cartesian coordinates (Å):
C1 1.464 1.079 2.075
C2 0.235 1.532 2.051
C3 -0.688 1.395 0.801
P1 -1.468 3.064 0.293
O1 -0.583 3.729 -0.969
Br1 -1.304 4.557 2.000
O2 0.294 1.258 -0.229
B1 -0.406 0.381 -1.184
C4 0.405 -0.136 -2.486
C5 1.432 -1.252 -2.231
O3 1.885 -1.511 -1.162
N1 1.864 -2.069 -3.376
C6 2.252 -1.195 -4.501
C7 0.790 -2.973 -3.806
O4 -1.001 -0.630 -0.274
C8 -1.663 0.114 0.750
C9 -3.103 0.291 0.152
P2 -3.663 -1.163 -0.832
O5 -3.124 -1.191 -2.211
O6 -3.333 -2.580 -0.143
O7 -5.291 -0.940 -0.985
P3 -1.888 -0.933 2.292
C10 -0.231 -1.663 2.786
C11 -2.385 0.119 3.747
C12 -3.150 1.445 3.371
H1 2.118 1.301 2.931
H2 1.885 0.426 1.303
H3 -0.232 2.005 2.928
H4 0.278 3.973 -0.578
H5 -1.320 1.052 -1.679
H6 -0.349 -0.494 -3.216
H7 0.891 0.744 -2.958
H8 3.059 -0.528 -4.147
H9 1.408 -0.599 -4.907
H10 2.686 -1.793 -5.341
H11 0.780 -3.912 -3.220
H12 1.016 -3.275 -4.849
H13 -0.223 -2.516 -3.803
H14 -3.809 0.368 1.007
H15 -3.209 1.150 -0.534
H16 -2.432 -2.851 -0.396
H17 -5.537 -0.119 -0.527
H18 0.145 -1.053 3.633
H19 -0.351 -2.681 3.195
H20 0.512 -1.594 1.976
H21 -3.059 -0.503 4.362
H22 -1.530 0.382 4.399
H23 -2.805 1.927 2.441
H24 -2.945 2.167 4.186
H25 -4.257 1.293 3.319
O8 4.503 1.902 1.480
H26 4.159 1.652 0.613
H27 5.452 2.011 1.338
O9 -3.169 2.477 -3.346
H28 -3.402 1.568 -3.114
H29 -2.437 2.689 -2.752
O10 -3.456 -0.476 -4.938
H30 -3.415 -0.802 -4.020
H31 -3.252 -1.251 -5.471
O11 -5.446 -0.268 3.751
H32 -6.148 -0.252 3.087
H33 -5.908 -0.455 4.577
O12 -4.588 3.949 -0.481
H34 -4.161 3.719 -1.318
H35 -4.551 4.911 -0.456
O13 4.110 -0.873 2.702
H36 4.214 0.055 2.440
H37 4.707 -1.348 2.114
O14 7.209 2.737 3.283
H38 7.237 3.690 3.435
H39 6.445 2.442 3.794
O15 2.030 3.858 -3.073
H40 2.045 4.811 -2.936
H41 1.265 3.560 -2.565
O16 0.004 0.291 5.873
H42 -0.236 0.522 6.777
H43 0.362 1.109 5.509
O17 9.006 4.883 4.937
H44 9.114 5.806 4.681
H45 9.606 4.406 4.349
O18 1.697 -4.333 3.877
H46 1.444 -4.241 2.951
H47 2.156 -3.508 4.071
O19 -6.502 1.012 1.305
H48 -6.759 1.358 0.440
H49 -6.551 1.783 1.886
O20 -2.750 -4.872 2.082
H50 -2.980 -4.220 1.408
H51 -2.094 -5.441 1.656
O21 2.780 0.899 6.397
H52 2.812 0.596 7.310
H53 2.992 0.113 5.880
O22 -9.520 0.935 1.240
H54 -9.882 0.662 0.390
H55 -8.570 1.012 1.078
O23 3.587 -3.747 -6.357
H56 3.229 -4.008 -7.215
H57 4.531 -3.646 -6.519
O24 1.696 -3.052 -8.374
H58 1.274 -2.406 -7.790
H59 1.048 -3.197 -9.072
O25 -0.643 -6.821 1.212
H60 -0.930 -7.710 1.446
H61 0.097 -6.647 1.807
O26 3.092 -0.517 -8.152
H62 2.609 0.184 -8.603
H63 2.845 -1.320 -8.630
O27 -0.592 0.749 -6.174
H64 -0.537 1.700 -6.033
H65 -1.332 0.472 -5.615
O28 6.169 5.546 4.644
H66 7.099 5.763 4.781
H67 5.700 6.364 4.839
O29 6.010 -4.790 -7.614
H68 6.022 -5.107 -6.703
H69 6.248 -5.564 -8.134
O30 -3.549 1.098 6.479
H70 -3.957 1.759 7.049
H71 -4.198 0.950 5.781
O31 -8.398 -1.462 -1.440
H72 -8.781 -1.702 -2.290
H73 -7.453 -1.376 -1.623
O32 10.158 1.346 3.332
H74 10.056 0.783 4.107
H75 9.266 1.678 3.165

As for the net charge: -1. The value obtained for the molecular weight is 929.35 u. As for the spin multiplicity: 1. The energy above the lowest of the compared OMol25 structures with the same formula, charge and spin is 0.00 kJ/mol. The value obtained for the largest force on an atom is 3.6 eV/Å. The value obtained for the energy is -179261.674 eV. The value obtained for the HOMO-LUMO gap is 6.2207 eV.

Mulliken population analysis, charges in e, atoms 1 to 4:
1 C -0.829
2 C -0.577
3 C 1.872
4 P 0.506



This record from OMol25 describes a cluster of 2 separate species, C2H2F2S2 in total in a non-equilibrium geometry. The level of theory is ωB97M-V/def2-TZVPD.

Cartesian coordinates (Å):
C1 -1.695 0.813 0.441
C2 1.658 -0.924 -0.359
F1 -1.881 0.041 -0.695
F2 1.728 -1.553 -1.526
S1 2.464 0.401 0.014
S2 -0.503 1.840 0.451
H1 -2.403 0.328 1.159
H2 0.780 -1.215 0.248

The value obtained for the molecular weight is 128.17 u. As for the SMILES: FC=S.FC=S. As for the spin multiplicity: 1. The energy above the lowest of the compared OMol25 structures with the same formula, charge and spin is 138.52 kJ/mol. The value obtained for the largest force on an atom is 2.3 eV/Å. The value obtained for the energy is -29209.814 eV. The value obtained for the HOMO-LUMO gap is 9.0558 eV.

Mulliken population analysis, charges in e, atoms 1 to 4:
1 C 0.072
2 C 0.128
3 F -0.184
4 F -0.168



This record from OMol25 describes a structure of composition C13H37NaO6S5 in a non-equilibrium geometry. The level of theory is ωB97M-V/def2-TZVPD.

Cartesian coordinates (Å):
Na1 -2.081 2.191 2.373
C1 0.412 0.796 -1.511
C2 -0.548 0.396 -0.351
C3 0.048 -0.859 0.325
O1 -0.698 1.447 0.519
H1 0.233 1.750 -2.004
H2 0.335 -0.021 -2.239
H3 1.392 0.900 -1.039
H4 -1.521 0.109 -0.797
H5 0.317 -1.486 -0.531
H6 -0.680 -1.306 0.995
H7 0.957 -0.494 0.807
C4 -2.375 -0.710 3.450
S1 -3.966 0.058 3.955
O2 -4.270 1.154 2.968
C5 -4.932 -1.425 3.531
H8 -2.562 -1.222 2.504
H9 -2.056 -1.478 4.160
H10 -1.504 -0.069 3.346
H11 -6.004 -1.248 3.624
H12 -4.623 -2.217 4.210
H13 -4.811 -1.710 2.483
C6 2.713 -3.164 -0.067
S2 4.500 -3.425 -0.039
O3 5.156 -2.355 -0.870
C7 4.709 -2.756 1.652
H14 2.324 -3.753 0.762
H15 2.257 -3.398 -1.024
H16 2.566 -2.103 0.134
H17 5.708 -3.024 1.982
H18 4.006 -3.183 2.370
H19 4.507 -1.697 1.517
C8 1.145 2.258 -4.810
S3 1.256 3.919 -4.144
O4 1.221 3.866 -2.645
C9 2.927 4.304 -4.578
H20 1.929 1.615 -4.392
H21 1.064 2.200 -5.890
H22 0.267 1.822 -4.324
H23 3.564 3.538 -4.127
H24 3.246 5.243 -4.129
H25 3.006 4.406 -5.660
C10 -3.262 -3.184 -4.547
S4 -2.670 -1.621 -5.311
O5 -3.878 -0.854 -5.786
C11 -2.141 -0.844 -3.764
H26 -3.474 -3.050 -3.485
H27 -2.467 -3.930 -4.574
H28 -4.180 -3.508 -5.029
H29 -2.124 0.226 -3.990
H30 -1.212 -1.229 -3.358
H31 -2.954 -0.883 -3.037
C12 0.993 2.092 6.422
S5 0.153 2.682 4.910
O6 -1.130 1.891 4.762
C13 1.239 1.934 3.684
H32 1.742 2.823 6.732
H33 1.501 1.133 6.323
H34 0.252 2.032 7.218
H35 0.955 2.211 2.666
H36 1.291 0.852 3.784
H37 2.230 2.360 3.884

The value obtained for the molecular weight is 472.76 u. As for the spin multiplicity: 1. The energy above the lowest of the compared OMol25 structures with the same formula, charge and spin is 0.00 kJ/mol. The value obtained for the largest force on an atom is 1.6 eV/Å. The value obtained for the energy is -84953.791 eV. The value obtained for the HOMO-LUMO gap is 6.6002 eV.

Mulliken population analysis, charges in e, atoms 1 to 4:
1 Na 0.835
2 C -0.946
3 C 0.661
4 C -0.655



Question: What is the energy above the lowest of the compared OMol25 structures with the same formula, charge and spin in the second record?
Answer: 0.00 kJ/mol



Question: Among the records above, which one has the highest molecular weight?
Answer: C12H75BBrNO32P3